# C27H21Cl3HgN8O3PS2

C27H21Cl3HgN8O3PS2 as an isolated structure (the ωB97M-V functional and the def2-TZVPD basis, OMol25).

The multiplicity is 2. The calculation puts the LUMO energy (alpha / beta) at 4.1 / 3.7 eV. As for the expectation value of S²: 0.759. As for the charge: -2. The energy above the lowest of the compared OMol25 structures with the same formula, charge and spin comes out at 238.38 kJ/mol. The HOMO energy (alpha / beta) comes out at -1.940 / -1.939 eV.

Geometry (Å):
Hg1 0.0587 -0.6390 -0.1837
N1 4.5484 -1.7413 -0.7778
C1 3.2835 -2.1352 -0.5392
N2 2.4654 -1.2050 -0.9450
C2 3.2701 -0.2168 -1.4112
N3 4.5538 -0.5226 -1.3321
C3 2.7337 1.0537 -1.8446
C4 3.5539 2.1077 -2.2537
N4 3.0613 3.2620 -2.6652
C5 1.7395 3.3932 -2.6141
C6 0.9205 2.3810 -2.1285
N5 1.4082 1.2044 -1.7779
H1 5.4164 -2.2038 -0.5621
H2 2.9968 -3.0683 -0.0993
H3 4.6293 2.0012 -2.2483
H4 1.3300 4.3368 -2.9510
H5 -0.1483 2.4997 -2.0389
S1 0.2891 -2.3405 1.7236
C7 0.2652 -1.1129 2.9480
C8 -0.4862 -1.3594 4.0896
C9 -0.5659 -0.4469 5.1391
C10 -1.3312 -0.7642 6.2673
N6 -1.9642 -1.0633 7.1830
C11 0.1317 0.7802 5.0387
C12 0.8951 1.0264 3.9045
C13 0.9950 0.1079 2.8593
S2 2.0335 0.4963 1.5473
C14 0.0785 1.7329 6.0670
N7 0.0562 2.5201 6.9076
H6 -1.0294 -2.2920 4.1563
H7 1.4420 1.9569 3.8223
C15 -1.8393 -4.2103 -2.1570
O1 -0.7721 -3.7352 -2.9453
P1 0.3793 -2.8172 -2.2191
O2 1.1280 -2.3516 -3.5683
C16 0.6095 -1.4072 -4.4827
O3 1.4700 -3.9898 -1.8495
C17 1.8421 -4.9599 -2.8023
H8 -2.2343 -5.1034 -2.6473
H9 -2.6190 -3.4510 -2.0853
H10 -1.4987 -4.4698 -1.1534
H11 1.2155 -1.5023 -5.3874
H12 0.6983 -0.3907 -4.0912
H13 -0.4344 -1.6115 -4.7180
H14 2.1130 -5.8661 -2.2543
H15 2.6925 -4.6103 -3.3932
H16 1.0167 -5.1789 -3.4843
Cl1 -4.3829 0.9415 -3.6311
C18 -2.6686 0.7843 -3.7481
Cl2 -2.3688 -0.1978 -6.0508
Cl3 -1.8448 2.2764 -4.0239
C19 -2.0605 -0.1410 -2.9494
N8 -1.5184 -0.9996 -2.3763
C20 -1.3236 0.8095 0.5179
C21 -1.7948 1.6076 1.3047
C22 -2.3540 2.5789 2.1740
C23 -2.4067 3.9190 1.7794
C24 -2.9120 4.8795 2.6326
C25 -3.3743 4.5230 3.8901
C26 -3.3307 3.1956 4.2885
C27 -2.8293 2.2270 3.4408
H17 -2.0404 4.1964 0.8000
H18 -2.9423 5.9163 2.3196
H19 -3.7657 5.2790 4.5577
H20 -3.6849 2.9172 5.2719
H21 -2.7950 1.1935 3.7600